# 1
Here is a 2-piece molecular cluster, C6H10O overall at a distorted geometry from OMol25. Energies are from ωB97M-V/def2-TZVPD.

The value obtained for the HOMO-LUMO gap is 9.11 eV. The total energy comes out at -309.7421 Ha. The value obtained for the energy above the lowest of the compared OMol25 structures with the same formula, charge and spin is 2.730 eV.

The geometry in XYZ format:
```
17
C6H10O | OMol25 | ωB97M-V/def2-TZVPD
C -2.036 -0.587 1.239
C -0.999 -1.173 0.605
C 0.433 -0.647 0.475
C 1.424 -1.542 0.268
C 0.699 0.784 0.460
C 1.649 1.369 -0.296
H -2.786 -1.182 1.666
H -2.295 0.446 1.035
H -1.134 -2.218 0.186
H 2.503 -1.300 0.417
H 1.071 -2.535 0.100
H -0.041 1.356 1.103
H 1.885 2.408 -0.021
H 2.393 0.796 -0.953
O -1.257 1.156 -2.208
H -0.663 1.676 -2.731
H -0.847 1.192 -1.347
```

---

# 2
Here is C7H20N5Re as an isolated structure at a distorted geometry from OMol25. Energies are from ωB97M-V/def2-TZVPD.

Its multiplicity is 4. The value obtained for the HOMO-LUMO gap (alpha / beta) is 7.08 / 7.42 eV. The total energy comes out at -630.2492 Ha. The value obtained for the energy above the lowest of the compared OMol25 structures with the same formula, charge and spin is 1.189 eV. As for the total charge: +1.

The geometry in XYZ format:
```
33
C7H20N5Re | OMol25 | ωB97M-V/def2-TZVPD
C -3.417 -1.668 -3.658
Re 0.469 -1.267 -1.056
N 0.242 -0.133 -3.001
H -1.118 -1.696 -0.839
H -3.913 -0.731 -3.403
H -4.102 -2.550 -3.413
H -2.407 -1.841 -3.100
H -3.162 -1.676 -4.715
H 1.145 -0.132 -3.501
H 0.031 0.876 -3.228
H -0.309 -0.440 -3.840
C -0.023 1.433 0.356
N -0.201 -0.017 0.379
C -0.663 -0.403 1.729
N 0.132 0.131 2.901
C 0.127 1.593 2.696
N 0.788 2.011 1.448
C 2.137 1.465 1.324
N 2.128 0.032 1.502
C 1.543 -0.610 0.421
C 1.484 -0.404 2.715
H -1.053 1.834 0.396
H 0.397 1.771 -0.616
H -0.662 -1.510 1.806
H -1.697 -0.016 1.784
H 0.666 2.041 3.546
H -0.940 1.905 2.623
H 2.558 1.707 0.324
H 2.734 1.902 2.143
H 1.484 -1.776 0.577
H 2.082 -0.267 -0.591
H 2.073 -0.052 3.571
H 1.447 -1.513 2.720
```

---

# 3
Here is C10H10ClDyF as an isolated structure at a distorted geometry from OMol25. Energies are from ωB97M-V/def2-TZVPD.

Its multiplicity is 6. The value obtained for the HOMO-LUMO gap (alpha / beta) is 3.48 / 3.67 eV. The total energy comes out at -1832.2214 Ha. As for the total charge: -1.

The geometry in XYZ format:
```
23
C10H10ClDyF | OMol25 | ωB97M-V/def2-TZVPD
C -3.117 -1.037 0.287
C -1.965 -1.221 -0.543
C -1.428 0.044 -0.844
H -1.635 -2.149 -0.976
C -2.141 1.028 -0.117
C -3.231 0.371 0.560
H -4.011 0.867 1.123
H -3.790 -1.792 0.670
H -0.818 0.231 -1.717
H -1.976 2.078 -0.251
Dy -1.410 -0.386 2.144
Cl 0.060 -2.366 2.302
C 3.249 0.189 0.494
C 2.721 1.401 -0.037
C 1.969 1.115 -1.224
H 2.909 2.409 0.302
C 2.069 -0.292 -1.450
C 2.856 -0.867 -0.394
H 3.143 -1.885 -0.312
H 3.920 0.108 1.346
H 1.361 1.788 -1.823
H 1.662 -0.833 -2.286
F -0.396 1.201 2.746
```

---

# 4
Here is one molecule with the formula C3O2 at a distorted geometry from OMol25. Energies are from ωB97M-V/def2-TZVPD.

The value obtained for the HOMO-LUMO gap is 9.17 eV. The total energy comes out at -264.6032 Ha. The value obtained for the energy above the lowest of the compared OMol25 structures with the same formula, charge and spin is 3.909 eV.

The geometry in XYZ format:
```
5
C3O2 | OMol25 | ωB97M-V/def2-TZVPD
C -1.691 -0.015 0.141
C -0.337 -0.124 -0.307
O -0.964 1.098 0.176
C 0.926 -0.390 -0.054
O 2.066 -0.569 0.045
```

---

# 5
Here is a 2-piece molecular cluster, C2H5Cl2OP overall at a distorted geometry from OMol25. Energies are from ωB97M-V/def2-TZVPD.

The value obtained for the HOMO-LUMO gap is 8.80 eV. The total energy comes out at -1416.1665 Ha. The value obtained for the energy above the lowest of the compared OMol25 structures with the same formula, charge and spin is 2.057 eV.

The geometry in XYZ format:
```
11
C2H5Cl2OP | OMol25 | ωB97M-V/def2-TZVPD
C 1.060 0.236 0.499
C 0.105 0.958 -0.385
Cl 0.003 2.680 -0.199
P -0.883 0.276 -1.557
O -0.435 -1.293 -1.353
H 0.561 -0.626 0.944
H 1.903 -0.143 -0.082
H 1.432 0.886 1.285
H -0.885 -1.887 -1.953
Cl -3.221 0.116 0.566
H -3.335 1.375 0.367
```

---

# 6
Here is a 2-piece molecular cluster, C3H7NOP overall at a distorted geometry from OMol25. Energies are from ωB97M-V/def2-TZVPD.

The value obtained for the HOMO-LUMO gap is 3.85 eV. The total energy comes out at -589.6528 Ha. The value obtained for the energy above the lowest of the compared OMol25 structures with the same formula, charge and spin is 4.964 eV. As for the total charge: -1.

The geometry in XYZ format:
```
13
C3H7NOP | OMol25 | ωB97M-V/def2-TZVPD
C 0.213 0.763 -1.176
C -0.183 -0.584 -0.899
C 2.673 -0.191 0.135
N -2.436 -0.877 2.016
O -3.742 -1.007 2.106
P 1.551 -0.631 -1.364
H -0.039 1.302 -2.166
H 0.411 1.546 -0.477
H -0.468 -0.921 0.129
H 3.132 -1.083 0.721
H 2.163 0.325 0.865
H 3.488 0.424 -0.132
H -2.136 -0.559 1.035
```

---

# 7
Here is C4H7NO as an isolated structure from OMol25. Energies are from ωB97M-V/def2-TZVPD.

The value obtained for the HOMO-LUMO gap is 9.30 eV. The total energy comes out at -286.4205 Ha. The value obtained for the energy above the lowest of the compared OMol25 structures with the same formula, charge and spin is 5.745 eV.

The geometry in XYZ format:
```
13
C4H7NO | OMol25 | ωB97M-V/def2-TZVPD
O -0.615 0.993 1.379
C 0.129 0.371 0.283
C 1.003 1.442 0.782
N -0.342 -1.225 -1.045
C 0.219 -1.154 0.325
C -0.504 0.247 -1.102
H -1.099 1.753 1.022
H 0.332 -1.561 -1.717
H 1.586 0.986 1.602
H -0.438 -1.616 1.069
H 1.236 -1.547 0.448
H 0.053 0.771 -1.889
H -1.560 0.539 -1.156
```

---

# 8
Here is B3F8H4O2V as an isolated structure at a distorted geometry from OMol25. Energies are from ωB97M-V/def2-TZVPD.

The value obtained for the HOMO-LUMO gap is 5.45 eV. The total energy comes out at -1970.7064 Ha. The value obtained for the energy above the lowest of the compared OMol25 structures with the same formula, charge and spin is 0.000 eV. As for the total charge: -2.

The geometry in XYZ format:
```
18
B3F8H4O2V | OMol25 | ωB97M-V/def2-TZVPD
O -3.091 -9.450 -22.928
V -4.093 -9.279 -24.139
O -5.370 -10.240 -24.024
B -2.574 -11.134 -26.976
H -1.778 -10.408 -27.040
H -2.676 -11.455 -25.951
H -3.468 -10.573 -27.204
H -2.394 -11.931 -27.679
B -6.330 -7.258 -20.498
F -6.066 -7.140 -21.804
F -7.348 -8.177 -20.408
F -5.210 -7.810 -19.874
F -6.728 -6.165 -19.830
B -3.612 -6.482 -27.294
F -3.578 -5.167 -27.710
F -2.769 -6.764 -26.241
F -4.872 -6.860 -26.876
F -3.288 -7.222 -28.398
```